Here is a molecular structure, C6H14NdO3 at a distorted geometry from the OMol25 dataset. Energies are from ωB97M-V/def2-TZVPD.

Positions of all 24 atoms, in Å:
Nd1 -1.2258 -0.2747 0.2095
O1 0.5562 -1.0734 1.7264
O2 -2.8665 0.6790 -0.7572
O3 -0.8173 -0.3711 -2.2916
C1 0.4405 -2.1771 2.6107
C2 0.2850 0.3737 -1.6364
C3 1.9349 -0.4540 1.5374
C4 -1.8228 0.3811 -2.9410
C5 1.9418 1.0231 1.8588
C6 -2.5889 1.2997 -1.9710
H1 2.4149 -0.6629 0.5735
H2 0.6653 -1.8617 3.6399
H3 1.1292 -2.9717 2.2871
H4 -2.5105 -0.3699 -3.3597
H5 -3.5119 1.6143 -2.4970
H6 1.5748 1.2307 2.8729
H7 -0.5862 -2.5574 2.5686
H8 1.1696 -0.2593 -1.8118
H9 2.9653 1.4079 1.7589
H10 0.4151 1.3329 -2.1648
H11 1.2676 1.5708 1.1857
H12 2.5516 -1.0844 2.1929
H13 -1.3873 0.9776 -3.7641
H14 -1.9945 2.2268 -1.8278

The value obtained for the LUMO energy (spin up / spin down) is -4.241 / -4.161 eV. Its expectation value of S² is 3.756. Its multiplicity is 4. The HOMO energy (spin up / spin down) is -11.8 / -11.8 eV. The frontier orbital gap (spin up / spin down) comes out at 0.279 / 0.282 Ha. Its net charge is +1.

---

Here is C3H5NOS in the gas phase at a distorted geometry from the OMol25 dataset. Energies are from ωB97M-V/def2-TZVPD.

Positions of all 11 atoms, in Å:
S1 0.9270 0.5988 2.0088
O1 0.2510 1.7068 -0.1238
N1 -0.9177 1.0686 -1.8340
C1 0.0519 -0.6959 1.2278
C2 0.1826 -0.6970 -0.3030
C3 -0.2288 0.7247 -0.8042
H1 -0.8034 2.0636 -2.0542
H2 -0.3468 -1.5519 -0.8058
H3 0.5838 -1.5989 1.4996
H4 -0.9324 -0.8328 1.6124
H5 1.2329 -0.7862 -0.4237

The calculation puts the energy relative to the best compared isomer or geometry (same formula, charge and spin) at 384.57 kJ/mol. The value obtained for the LUMO energy (spin up / spin down) is -3.033 / -3.054 eV. The HOMO energy (spin up / spin down) is -9.4 / -9.4 eV. The frontier orbital gap (spin up / spin down) comes out at 0.235 / 0.234 Ha.